No. 1
Molecular formula: C2H7N2O
Method: DFT, ωB97M-V/def2-TZVPD

The geometry in XYZ format:
```
12
Properties=species:S:1:pos:R:3:nbo_charge:R:1
N -0.03 2.00 -0.41 -0.806
C -0.43 0.75 -0.18 0.653
O -1.59 0.44 0.02 -0.598
C 0.61 -0.39 -0.13 -0.318
N -0.11 -1.55 0.50 -0.674
H 0.71 2.48 -0.89 0.438
H -0.76 2.67 -0.16 0.427
H 1.43 -0.03 0.47 0.254
H 0.93 -0.77 -1.10 0.251
H -0.01 -1.68 1.51 0.450
H 0.36 -2.37 0.09 0.442
H -1.12 -1.54 0.29 0.481
```

## Properties
HOMO-LUMO gap = 11.178 eV
net charge = +1
molecular weight = 75.09 g mol⁻¹
lowest unoccupied orbital energy = -3.7700 eV

No. 2
Molecular formula: C2H7N2O
Method: DFT, ωB97M-V/def2-TZVPD

The geometry in XYZ format:
```
12
Properties=species:S:1:pos:R:3:nbo_charge:R:1
C 1.32 -0.44 -0.16 0.201
C 2.20 0.77 -0.33 0.339
N 1.87 -1.62 -0.14 -0.589
N -1.73 0.78 0.09 -1.079
O 3.09 0.91 0.42 -0.393
H 0.13 -0.21 -0.07 0.309
H 1.86 1.51 -1.05 0.176
H 2.83 -1.83 -0.13 0.451
H 1.13 -2.44 -0.15 0.459
H -2.48 1.06 -0.45 0.385
H -1.70 1.42 0.95 0.382
H -1.93 -0.08 0.53 0.360
```

## Properties
HOMO-LUMO gap = 8.817 eV
net charge = +1
molecular weight = 75.09 g mol⁻¹
lowest unoccupied orbital energy = -5.9515 eV

No. 3
Molecular formula: C2H7N2O2
Method: DFT, ωB97M-V/def2-TZVPD

The geometry in XYZ format:
```
13
Properties=species:S:1:pos:R:3:nbo_charge:R:1
C 0.72 -0.64 -0.45 0.043
C 0.95 -0.27 -1.87 0.799
N -1.56 0.58 0.68 -1.028
N 0.89 0.02 0.88 -0.778
O 0.59 0.34 -2.79 -0.446
O 1.85 -1.02 -1.30 -0.387
H -2.04 -0.29 0.28 0.432
H -0.03 -1.50 -0.26 0.199
H 1.50 0.84 0.93 0.432
H -0.31 0.30 0.87 0.435
H 1.26 -0.62 1.57 0.431
H -1.92 1.22 -0.08 0.431
H -1.91 1.06 1.53 0.437
```

## Properties
HOMO-LUMO gap = 11.225 eV
net charge = +1
molecular weight = 91.09 g mol⁻¹
lowest unoccupied orbital energy = -3.6684 eV

No. 4
Molecular formula: C2H7N2OP
Method: DFT, ωB97M-V/def2-TZVPD

The geometry in XYZ format:
```
13
Properties=species:S:1:pos:R:3:nbo_charge:R:1
C 2.43 -1.15 -1.03 -0.286
C 1.93 -1.55 0.32 0.076
N 1.32 -0.33 -1.55 -0.954
N -3.87 2.10 1.26 -1.047
O 0.93 -0.82 0.68 -0.711
P 0.17 0.08 -0.33 0.926
H 3.42 -0.61 -0.96 0.168
H 2.58 -2.07 -1.61 0.195
H 2.38 -2.13 1.12 0.181
H -4.46 1.27 1.32 0.353
H 1.40 -0.01 -2.48 0.404
H -3.81 2.32 2.28 0.344
H -4.42 2.88 0.99 0.350
```

## Properties
HOMO-LUMO gap (spin up / spin down) = 7.594 / 7.303 eV
molecular weight = 106.06 g mol⁻¹
lowest unoccupied orbital energy (spin up / spin down) = 0.7766 / 1.0742 eV

No. 5
Molecular formula: C2H7N2P
Method: DFT, ωB97M-V/def2-TZVPD

The geometry in XYZ format:
```
12
Properties=species:S:1:pos:R:3:nbo_charge:R:1
C 2.00 0.22 0.10 -0.361
C 1.71 -1.08 0.20 -0.392
N -1.01 1.17 -0.23 -0.475
N -1.94 0.56 0.44 -0.529
P -3.02 -0.60 -0.07 0.315
H 2.27 0.82 -0.68 0.187
H 2.22 0.87 0.95 0.181
H 1.66 -1.68 1.17 0.202
H 1.64 -1.59 -0.67 0.180
H -0.87 1.09 -1.23 0.341
H -1.96 0.92 1.44 0.421
H -2.69 -0.72 -1.40 -0.070
```

## Properties
HOMO-LUMO gap (spin up / spin down) = 7.924 / 8.163 eV
molecular weight = 90.07 g mol⁻¹
lowest unoccupied orbital energy (spin up / spin down) = -0.1472 / 0.3794 eV

No. 6
Molecular formula: C2H7N2S
Method: DFT, ωB97M-V/def2-TZVPD

The geometry in XYZ format:
```
12
Properties=species:S:1:pos:R:3:nbo_charge:R:1
S -3.32 -1.09 0.84 -1.058
H -4.46 -1.42 1.48 0.062
C -0.33 -0.66 0.22 -0.467
N 2.19 0.69 -0.38 -1.260
C 0.92 1.01 -0.92 -0.051
N -0.20 0.48 -0.68 -0.470
H -1.03 -1.36 -0.24 0.217
H -0.76 -0.38 1.18 0.224
H 0.67 -1.12 0.34 0.163
H 3.00 0.95 -0.93 0.206
H 2.35 0.97 0.58 0.314
H 0.97 1.93 -1.50 0.121
```

## Properties
HOMO-LUMO gap (spin up / spin down) = 2.864 / 6.669 eV
net charge = -2
molecular weight = 91.16 g mol⁻¹
lowest unoccupied orbital energy (spin up / spin down) = 6.5051 / 6.4863 eV
multiplicity = 2

Question: The highest molecular weight belongs to which entry?
Answer: C2H7N2OP

Repeat the fourth record exactly.
Molecular formula: C2H7N2OP
Method: DFT, ωB97M-V/def2-TZVPD

The geometry in XYZ format:
```
13
Properties=species:S:1:pos:R:3:nbo_charge:R:1
C 2.43 -1.15 -1.03 -0.286
C 1.93 -1.55 0.32 0.076
N 1.32 -0.33 -1.55 -0.954
N -3.87 2.10 1.26 -1.047
O 0.93 -0.82 0.68 -0.711
P 0.17 0.08 -0.33 0.926
H 3.42 -0.61 -0.96 0.168
H 2.58 -2.07 -1.61 0.195
H 2.38 -2.13 1.12 0.181
H -4.46 1.27 1.32 0.353
H 1.40 -0.01 -2.48 0.404
H -3.81 2.32 2.28 0.344
H -4.42 2.88 0.99 0.350
```

## Properties
HOMO-LUMO gap (spin up / spin down) = 7.594 / 7.303 eV
molecular weight = 106.06 g mol⁻¹
lowest unoccupied orbital energy (spin up / spin down) = 0.7766 / 1.0742 eV

Question: What is the molecular weight in the fourth record?
Answer: 106.06 g mol⁻¹